i | # C5H10O

An isolated molecule of C5H10O (ωB97M-V with the def2-TZVPD basis set, OMol25).

The charge is 0. Its structure (SMILES) is CC[C@H]1CCO1. Its HOMO energy is -9.53 eV. Its HOMO-LUMO gap is 10.70 eV. The calculation puts the LUMO energy at 1.1771 eV.

Each line ends with the Löwdin charge.
CARTESIAN COORDINATES (ANGSTROEM)
C -2.043 0.023 -0.935  -0.106
C -1.059 0.658 0.046  -0.212
C 0.056 -0.278 0.483  -0.348
C 1.344 -0.425 -0.355  -0.088
C 2.051 -0.014 0.937  -0.186
O 0.805 0.288 1.577  -0.097
H -1.553 -0.268 -1.871  0.073
H -2.501 -0.875 -0.503  0.073
H -2.853 0.716 -1.187  0.070
H -0.626 1.575 -0.372  0.116
H -1.588 0.954 0.961  0.117
H -0.378 -1.250 0.767  0.146
H 1.422 0.305 -1.168  0.111
H 1.624 -1.420 -0.699  0.103
H 2.726 0.846 0.873  0.112
H 2.573 -0.836 1.447  0.114

ii | # C5H10O

An isolated molecule of C5H10O (ωB97M-V with the def2-TZVPD basis set, OMol25).

The charge is 0. Its structure (SMILES) is OCC1CCC1. Its HOMO energy is -10.11 eV. Its HOMO-LUMO gap is 11.15 eV. The calculation puts the LUMO energy at 1.0325 eV.

Each line ends with the Löwdin charge.
CARTESIAN COORDINATES (ANGSTROEM)
O -0.355 0.709 -2.603  -0.062
C 0.078 1.063 -1.304  -0.258
C 0.328 -0.134 -0.404  -0.310
C 0.986 0.153 0.964  -0.149
C -0.033 -0.795 1.634  -0.173
C -0.881 -0.759 0.343  -0.149
H -1.153 0.174 -2.509  0.086
H 1.006 1.628 -1.441  0.124
H -0.645 1.740 -0.814  0.122
H 0.885 -0.889 -0.972  0.145
H 0.847 1.197 1.269  0.110
H 2.046 -0.099 1.061  0.104
H 0.387 -1.786 1.830  0.103
H -0.512 -0.436 2.550  0.098
H -1.716 -0.051 0.421  0.108
H -1.268 -1.714 -0.025  0.101

Which one sits at the top of the stability order? ii does.

i | # C4H11N3O

A cluster of 2 separate species, C4H11N3O in total (ωB97M-V with the def2-TZVPD basis set, OMol25).

The charge is 0. Its HOMO energy is -8.69 eV. Its HOMO-LUMO gap is 5.02 eV. The calculation puts the LUMO energy at -3.6752 eV.

Each line ends with the Löwdin charge.
CARTESIAN COORDINATES (ANGSTROEM)
O 0.302 -1.826 -1.476  -0.348
C -0.101 0.807 -0.629  -0.194
N -1.308 1.206 -0.166  0.143
C -2.136 0.163 0.299  -0.278
N -1.459 -0.858 1.136  0.069
C 1.071 0.789 0.457  -0.364
C 2.162 0.018 -0.145  -0.041
N 1.078 1.417 1.561  0.172
H -0.082 -0.251 -1.041  0.078
H -2.683 -0.314 -0.527  0.159
H -2.868 0.620 0.977  0.119
H -1.054 -1.585 0.556  0.060
H -0.780 -0.312 1.643  0.049
H 0.305 1.483 -1.391  0.146
H 1.697 -0.504 -0.954  0.026
H 2.790 -0.522 0.558  0.101
H 2.934 0.553 -0.718  0.105
H 0.147 1.823 1.553  0.056
H -0.014 -2.709 -1.692  -0.060

ii | # C4H11N3O

An isolated molecule of C4H11N3O (ωB97M-V with the def2-TZVPD basis set, OMol25).

The charge is 0. Its structure (SMILES) is [H]/N=C/NC[C@@H](N)CO. Its HOMO energy is -9.34 eV. Its HOMO-LUMO gap is 9.95 eV. The calculation puts the LUMO energy at 0.6070 eV.

Each line ends with the Löwdin charge.
CARTESIAN COORDINATES (ANGSTROEM)
C 0.141 0.420 -0.967  -0.372
C 0.712 1.818 -0.952  -0.220
C 0.983 -0.644 -0.365  -0.136
C -0.235 -2.013 1.434  -0.370
H -0.866 0.063 0.786  0.020
H -1.708 -0.309 -0.402  0.064
H -0.402 0.189 -1.947  0.166
H 1.527 1.918 -1.697  0.124
H 1.241 2.178 -0.048  0.126
H -1.081 2.404 -0.826  0.031
H 1.394 -0.142 0.546  0.132
H 1.621 -0.979 -1.153  0.109
H -0.203 -2.582 -0.537  0.178
H -0.846 -2.909 1.687  0.130
H -0.306 -1.468 3.233  0.049
N -1.122 0.466 -0.122  0.026
N 0.218 -1.856 0.168  -0.026
N -0.100 -1.089 2.302  0.048
O -0.368 2.689 -1.372  -0.079

iii | # C4H11N3O

A structure of composition C4H11N3O (ωB97M-V with the def2-TZVPD basis set, OMol25).

The charge is 0. Its HOMO energy is -7.81 eV. Its HOMO-LUMO gap is 8.49 eV. The calculation puts the LUMO energy at 0.6758 eV.

Each line ends with the Löwdin charge.
CARTESIAN COORDINATES (ANGSTROEM)
C -1.725 0.499 -0.673  -0.030
N 0.747 1.299 -0.424  -0.037
C -0.317 0.050 -0.935  -0.551
N 1.967 1.298 -1.163  0.034
O 0.086 -0.494 -1.938  -0.010
H 0.365 2.241 -0.364  0.140
H 1.717 1.168 -2.143  0.084
H 2.444 0.436 -0.897  0.087
H -1.823 0.988 0.294  0.075
H -2.382 -0.368 -0.708  0.094
H -2.031 1.187 -1.468  0.089
C -0.402 -0.955 2.095  -0.096
C 0.229 -1.022 0.725  -0.354
N 0.873 -2.066 0.407  0.098
H 1.146 -2.049 -0.582  0.036
H 0.819 0.587 0.448  0.140
H -0.160 -1.848 2.676  0.070
H -0.061 -0.069 2.638  0.066
H -1.490 -0.881 2.012  0.066

Which one sits at the top of the stability order? ii does.

i | # C4H11N3O

A cluster of 2 separate species, C4H11N3O in total (ωB97M-V with the def2-TZVPD basis set, OMol25).

The charge is 0. Its structure (SMILES) is C#C[C@@H](O)CN.NN. Its HOMO energy is -8.79 eV. Its HOMO-LUMO gap is 9.72 eV. The calculation puts the LUMO energy at 0.9376 eV.

Each line ends with the Löwdin charge.
CARTESIAN COORDINATES (ANGSTROEM)
C 0.732 1.254 -1.102  -0.252
C 0.609 0.351 0.132  -0.434
C 1.933 0.119 0.730  -0.075
C 3.037 -0.057 1.168  0.133
H 2.491 0.507 -1.792  0.064
H 1.560 1.168 -2.965  0.071
H 1.106 2.234 -0.763  0.124
H -0.282 1.421 -1.500  0.120
H 0.217 -0.622 -0.199  0.127
H -1.136 0.984 0.755  0.072
H 4.014 -0.217 1.574  0.031
H -1.380 -1.123 1.464  0.080
H -1.744 -0.838 -0.074  0.056
H -3.802 -1.760 0.205  0.060
H -3.464 -2.076 1.720  0.057
N 1.531 0.596 -2.123  0.002
N -2.172 -0.854 0.860  -0.103
N -3.026 -2.041 0.804  -0.078
O -0.224 0.953 1.107  -0.059

ii | # C4H11N3O

A cluster of 2 separate species, C4H11N3O in total (ωB97M-V with the def2-TZVPD basis set, OMol25).

The charge is 0. Its structure (SMILES) is C/N=C\N.NCC=O. Its HOMO energy is -9.52 eV. Its HOMO-LUMO gap is 10.19 eV. The calculation puts the LUMO energy at 0.6710 eV.

Each line ends with the Löwdin charge.
CARTESIAN COORDINATES (ANGSTROEM)
O 1.388 -0.256 -2.398  0.049
C 1.262 0.924 -2.238  -0.265
C 0.150 1.502 -1.384  -0.239
N 0.547 2.800 -0.839  -0.012
H 1.946 1.686 -2.669  0.121
H -0.729 1.659 -2.011  0.125
H -0.080 0.747 -0.626  0.097
H -0.232 3.327 -0.473  0.062
H 1.207 2.690 -0.080  0.065
C -0.692 -2.242 -0.011  -0.135
N 0.266 -0.973 2.343  0.026
C -1.106 -0.952 1.912  -0.311
N -1.575 -1.516 0.896  -0.016
H -0.720 -1.764 -0.990  0.062
H -1.055 -3.260 -0.119  0.070
H 0.347 -2.247 0.314  0.059
H 0.541 -0.072 2.721  0.066
H 0.344 -1.641 3.102  0.076
H -1.810 -0.411 2.551  0.100

Which one sits at the top of the stability order? ii does.

i | # C4H11N3O

A structure of composition C4H11N3O (ωB97M-V with the def2-TZVPD basis set, OMol25).

The charge is 0. Its HOMO energy is -6.87 eV. Its HOMO-LUMO gap is 7.69 eV. The calculation puts the LUMO energy at 0.8129 eV.

Each line ends with the Löwdin charge.
CARTESIAN COORDINATES (ANGSTROEM)
C 0.513 0.561 0.859  -0.290
C -0.868 0.324 1.421  -0.102
C 1.021 0.399 -1.274  -0.180
C -1.240 -0.269 0.115  -0.499
N -1.990 0.503 -0.763  0.150
N 1.493 -0.298 1.437  0.025
N 0.998 -0.892 -1.642  -0.044
O -0.947 -1.483 -0.207  -0.033
H 0.797 1.609 0.877  0.108
H -2.341 -0.002 -1.562  0.112
H -2.630 1.171 -0.357  0.101
H 2.348 -0.347 0.894  0.063
H 1.142 -1.244 1.533  0.075
H -0.027 -1.405 -1.069  0.082
H 1.850 -1.380 -1.376  0.056
H -0.904 -0.389 2.245  0.123
H -1.409 1.237 1.666  0.112
H 0.209 1.014 -1.647  0.058
H 1.986 0.892 -1.150  0.084

ii | # C4H11N3O

An isolated molecule of C4H11N3O (ωB97M-V with the def2-TZVPD basis set, OMol25).

The charge is 0. Its structure (SMILES) is C/N=C/N(N)CCO. Its HOMO energy is -8.52 eV. Its HOMO-LUMO gap is 9.23 eV. The calculation puts the LUMO energy at 0.7064 eV.

Each line ends with the Löwdin charge.
CARTESIAN COORDINATES (ANGSTROEM)
C 2.353 1.571 -0.120  -0.151
C 0.876 -0.076 -0.532  -0.144
C -1.110 -0.811 0.805  -0.199
C -2.186 0.213 0.526  -0.279
H 2.949 0.693 -0.815  0.115
H 2.220 2.468 -0.904  0.099
H 2.859 1.840 0.850  0.071
H 1.383 -0.502 -1.319  0.089
H -0.533 -1.929 -1.875  0.094
H 0.787 -2.477 -0.795  0.112
H -1.509 -1.850 0.872  0.126
H -0.715 -0.398 1.846  0.167
H -2.122 0.545 -0.517  0.124
H -3.067 -0.134 0.927  0.086
H -0.943 1.596 0.787  0.125
N 1.015 0.994 0.186  -0.031
N -0.279 -0.954 -0.294  -0.278
N -0.158 -2.088 -0.960  0.020
O -1.819 1.300 1.333  -0.147

Which one sits at the top of the stability order? i does.

i | # C4H11N3O

A structure of composition C4H11N3O (ωB97M-V with the def2-TZVPD basis set, OMol25).

The charge is 0. Its HOMO energy (spin up / spin down) is -8.08 / -8.07 eV. Its HOMO-LUMO gap (spin up / spin down) is 8.08 / 8.07 eV. The calculation puts the LUMO energy (spin up / spin down) at -0.0024 / -0.0035 eV.

Each line ends with the Löwdin charge.
CARTESIAN COORDINATES (ANGSTROEM)
C 1.049 0.573 -1.890  -0.092
C 0.181 -1.453 2.199  -0.088
C -0.456 0.104 -2.176  -0.272
C -1.170 0.108 -0.903  -0.277
N 0.550 1.064 2.028  -0.108
N -0.270 -0.345 1.287  -0.127
N -0.518 -0.786 0.107  0.059
O 0.147 2.102 1.560  -0.143
H 1.043 1.377 -1.240  0.023
H 1.773 -0.271 -1.606  0.095
H 1.460 0.813 -2.895  0.068
H -0.612 -1.652 2.932  0.073
H 0.418 -2.376 1.616  0.085
H 1.049 -1.109 2.811  0.074
H -0.334 -0.916 -2.577  0.104
H -1.053 0.826 -2.790  0.121
H -1.179 1.230 -0.658  0.124
H -2.279 -0.271 -0.936  0.146
H 0.201 0.981 3.131  0.135

ii | # C4H11N3O

A cluster of 2 separate species, C4H11N3O in total (ωB97M-V with the def2-TZVPD basis set, OMol25).

The charge is 0. Its HOMO energy (spin up / spin down) is -7.29 / -7.27 eV. Its HOMO-LUMO gap (spin up / spin down) is 7.86 / 7.45 eV. The calculation puts the LUMO energy (spin up / spin down) at 0.5768 / 0.1789 eV.

Each line ends with the Löwdin charge.
CARTESIAN COORDINATES (ANGSTROEM)
C 0.429 -0.423 -1.433  -0.074
C 1.207 1.551 -0.025  -0.075
C 0.686 0.147 -0.071  -0.388
N 0.395 -1.932 1.056  0.011
C 0.911 -0.717 1.014  -0.243
H -1.147 -1.547 0.938  0.071
H 0.548 -2.365 1.964  0.052
H 1.387 -0.276 1.895  0.117
H -0.433 0.065 -1.903  0.067
H 0.240 -1.495 -1.392  0.068
H 1.290 -0.249 -2.087  0.085
H 2.149 1.650 -0.576  0.082
H 1.367 1.895 0.997  0.076
H 0.501 2.239 -0.507  0.069
O -2.011 1.071 -0.472  -0.059
N -1.462 0.372 0.611  -0.089
N -1.944 -0.853 0.584  0.027
H -1.848 1.996 -0.243  0.099
H -2.266 -1.129 -0.350  0.104

iii | # C4H11N3O

An isolated molecule of C4H11N3O (ωB97M-V with the def2-TZVPD basis set, OMol25).

The charge is 0. Its structure (SMILES) is CO/C(N)=C/C(N)N. Its HOMO energy is -7.92 eV. Its HOMO-LUMO gap is 8.83 eV. The calculation puts the LUMO energy at 0.9075 eV.

Each line ends with the Löwdin charge.
CARTESIAN COORDINATES (ANGSTROEM)
C -1.525 0.510 0.065  -0.496
C 2.852 -0.122 0.325  -0.068
C 0.634 -0.465 -0.660  -0.411
N 0.559 -0.635 -2.002  0.084
N -1.742 1.709 0.854  0.035
N -2.589 -0.489 0.320  0.028
C -0.133 -0.001 0.325  -0.045
O 2.016 -0.945 -0.500  -0.174
H -1.619 0.789 -0.990  0.131
H -0.360 -0.843 -2.366  0.078
H 1.685 -1.129 -1.890  0.211
H -2.710 1.998 0.761  0.069
H -1.564 1.520 1.835  0.062
H -2.483 -0.853 1.265  0.063
H -2.478 -1.282 -0.305  0.060
H 0.223 -0.028 1.345  0.102
H 3.881 -0.458 0.199  0.089
H 2.761 0.926 0.038  0.099
H 2.592 -0.202 1.381  0.082

iv | # C4H11N3O

A structure of composition C4H11N3O (ωB97M-V with the def2-TZVPD basis set, OMol25).

The charge is 0. Its HOMO energy is -6.97 eV. Its HOMO-LUMO gap is 7.80 eV. The calculation puts the LUMO energy at 0.8310 eV.

Each line ends with the Löwdin charge.
CARTESIAN COORDINATES (ANGSTROEM)
C -0.678 0.615 1.366  -0.068
C -1.792 0.405 -0.916  -0.091
C 0.812 1.487 -0.756  0.062
N -0.670 0.821 -0.093  -0.186
C 0.028 -0.597 0.876  -0.489
N 1.813 -1.796 0.158  -0.070
O -0.644 -1.780 0.929  0.043
N 1.375 -0.593 0.717  -0.099
H 0.046 -2.442 0.724  0.086
H 2.797 -1.915 0.391  0.074
H 1.773 -1.761 -0.867  0.072
H -0.050 1.318 1.911  0.118
H -1.670 0.421 1.775  0.125
H -2.340 1.282 -1.276  0.074
H -2.499 -0.242 -0.387  0.089
H -1.420 -0.165 -1.772  0.086
H 0.343 2.217 -1.415  0.054
H 1.438 1.986 -0.022  0.065
H 1.338 0.738 -1.343  0.055

Which one sits at the top of the stability order? iii does.